(1)
Here is an isolated molecule of C6H10O in a non-equilibrium geometry from OMol25. Energies are from ωB97M-V with the def2-TZVPD basis set.

Structure (ORCA input):
```
! wB97M-V def2-TZVPD RIJCOSX def2/J DEFGRID3
* xyz 0 1
H -2.57370 -1.46984 0.04935
C -1.54522 -1.30016 -0.24843
C -1.25626 0.03293 -0.30715
H 3.71793 -1.37791 0.82985
H 2.49080 0.83490 1.23843
C 2.18800 -0.14843 0.83807
C 0.02671 0.65446 -0.11474
H 1.62379 -0.13719 -1.26136
H -2.51520 1.83030 0.03272
H -2.28604 1.38745 -1.63733
C -2.39870 0.95291 -0.63527
O 3.49015 -0.58318 0.34249
H 0.17077 1.68721 0.16483
H -3.35495 0.41536 -0.65993
H 1.79261 -0.62992 1.72314
H -0.76968 -2.03712 -0.11214
C 1.19899 -0.11178 -0.24254
*
```

Output
- Frontier orbital gap: 6.92 eV
- Maximum force: 3.053 eV/Å
- Structure (SMILES): C=C(C)/C=C/CO
- Energy above the lowest of the compared OMol25 structures with the same formula, charge and spin: 93.21 kcal per mole
- HOMO energy: -7.44 eV



(2)
Here is a cluster of 2 separate species, C6H10O in total from OMol25. Energies are from ωB97M-V with the def2-TZVPD basis set.

Structure (ORCA input):
```
! wB97M-V def2-TZVPD RIJCOSX def2/J DEFGRID3
* xyz 0 1
H 1.06671 -0.51888 -1.42065
C 0.73793 -0.28549 -0.40519
H -1.68476 -1.66115 -2.70657
C -0.26997 0.85438 -0.42918
H -0.52756 1.26918 -1.40374
H -1.52143 -1.50065 -2.00032
H -1.30158 2.57240 0.52624
C -0.78117 1.64706 0.76727
H 2.57889 0.66562 0.16124
H -1.57313 -1.61843 1.41600
H 1.59769 0.11662 1.53825
H 2.50220 -1.06540 0.57140
C -1.10571 -0.92924 0.72014
H -0.20086 1.69464 1.68804
C -1.38992 0.34634 0.41998
O -0.05462 -1.45095 0.03290
C 1.92730 -0.13606 0.52420
*
```

Output
- Frontier orbital gap: 9.16 eV
- Maximum force: 0.287 eV/Å
- Structure (SMILES): C[C@H]1OC=C2C[C@H]21.[H][H]
- Energy above the lowest of the compared OMol25 structures with the same formula, charge and spin: 84.11 kcal per mole
- HOMO energy: -8.21 eV



(3)
Here is a cluster of 2 separate species, C6H10O in total in a non-equilibrium geometry from OMol25. Energies are from ωB97M-V with the def2-TZVPD basis set.

Structure (ORCA input):
```
! wB97M-V def2-TZVPD RIJCOSX def2/J DEFGRID3
* xyz 0 1
H -2.42867 0.94579 -1.74345
H 2.16653 0.99419 2.24960
C 0.36538 0.54042 0.09738
C -0.95205 2.40470 -1.98727
C -0.90214 0.56947 -0.28235
H -1.62842 -0.04475 0.24676
H 2.00962 -0.73768 2.83364
C 1.76845 -0.00070 2.07295
H 0.85499 -3.58680 -0.15054
H -1.34390 2.77831 -2.93039
H -0.65884 -3.21566 -0.12997
O 0.10564 -3.39847 0.42079
C 0.92836 -0.35873 1.10097
H -0.17828 3.04857 -1.61636
H 1.08501 1.26305 -0.28801
C -1.45730 1.31508 -1.42018
H 0.68407 -1.39872 1.13868
*
```

Output
- Frontier orbital gap: 9.00 eV
- Maximum force: 1.248 eV/Å
- Structure (SMILES): C=C/C=C/C=C.O
- Energy above the lowest of the compared OMol25 structures with the same formula, charge and spin: 43.76 kcal per mole
- HOMO energy: -8.37 eV



(4)
Here is a structure of composition C6H10O from OMol25. Energies are from ωB97M-V with the def2-TZVPD basis set.

Structure (ORCA input):
```
! wB97M-V def2-TZVPD RIJCOSX def2/J DEFGRID3
* xyz 0 1
C 0.08247 0.71416 -1.14191
H 2.80903 -0.62773 -0.82235
H -2.38843 1.41761 0.88333
H -2.59227 -0.22470 1.50723
C -0.77457 0.09212 0.48304
C -0.10890 -1.21407 0.02903
H 2.70457 0.99551 -0.12267
H 2.62738 -0.44068 0.94300
O 0.03288 0.62556 1.36155
H -0.46352 -1.77174 -0.84728
H -2.87625 0.10209 -0.22791
H 0.11269 -1.86480 0.87555
H -0.42014 0.21799 -1.96744
H 0.28762 1.78051 -1.23489
C 2.33905 -0.03065 -0.02717
C 0.88710 -0.12992 -0.32864
C -2.25869 0.35872 0.63752
*
```

Output
- Frontier orbital gap: 8.71 eV
- Maximum force: 0.393 eV/Å
- Energy above the lowest of the compared OMol25 structures with the same formula, charge and spin: 83.50 kcal per mole
- HOMO energy: -7.91 eV



(5)
Here is an isolated molecule of C6H10O in a non-equilibrium geometry from OMol25. Energies are from ωB97M-V with the def2-TZVPD basis set.

Structure (ORCA input):
```
! wB97M-V def2-TZVPD RIJCOSX def2/J DEFGRID3
* xyz 0 1
H 0.16451 -1.91947 0.92732
C -0.56146 0.22390 0.78259
C 1.47912 -0.80380 -0.52450
H -1.13605 -0.01612 1.68581
H 0.94101 1.38444 1.84188
H -1.45665 1.09663 -1.12219
H -0.45583 2.32580 1.28418
H -2.48692 -0.09543 -0.29286
C -1.44315 0.19348 -0.50720
C 0.22470 1.50588 1.02160
H 0.77193 1.80448 0.12164
H 2.06205 -1.72849 -0.67979
C -0.49038 -0.89736 -1.10350
O 0.74014 -0.38867 -1.67470
C 0.20948 -1.04461 0.27718
H 2.13334 -0.00225 -0.19668
H -0.69585 -1.63840 -1.84076
*
```

Output
- Frontier orbital gap: 10.50 eV
- Maximum force: 1.794 eV/Å
- Structure (SMILES): C[C@H]1C[C@H]2OC[C@@H]12
- Energy above the lowest of the compared OMol25 structures with the same formula, charge and spin: 41.06 kcal per mole
- HOMO energy: -9.41 eV



(6)
Here is a structure of composition C6H10O from OMol25. Energies are from ωB97M-V with the def2-TZVPD basis set.

Structure (ORCA input):
```
! wB97M-V def2-TZVPD RIJCOSX def2/J DEFGRID3
* xyz 0 1
C -0.48547 -0.66319 -1.69421
C -0.14350 0.71622 -1.26290
H 2.25089 0.42834 0.49501
H 0.09054 1.45452 -2.03598
C -0.05516 -1.71982 -1.02927
H -0.42410 -2.72814 -1.24748
C 0.32685 0.41840 1.55304
C -1.04859 0.59581 0.88088
H 0.18392 -0.23260 2.42374
H -1.46581 -0.39444 0.66049
H 0.65813 1.39944 1.90967
C 1.34458 -0.17348 0.60635
H 1.59052 -1.21220 0.75548
H 0.88508 0.29140 -0.59296
O -0.90372 1.34062 -0.31219
H -1.73484 1.16662 1.51022
H -1.06933 -0.68750 -2.61990
*
```

Output
- Frontier orbital gap (spin up / spin down): 8.09 / 6.93 eV
- Maximum force: 0.700 eV/Å
- Energy above the lowest of the compared OMol25 structures with the same formula, charge and spin: 132.75 kcal per mole
- HOMO energy (spin up / spin down): -8.01 / -7.09 eV



(7)
Here is an isolated molecule of C6H10O from OMol25. Energies are from ωB97M-V with the def2-TZVPD basis set.

Structure (ORCA input):
```
! wB97M-V def2-TZVPD RIJCOSX def2/J DEFGRID3
* xyz 0 1
H 1.00063 -1.15046 -1.61268
H -1.59502 -1.16142 -0.42074
H -1.46466 1.29279 1.46028
H 1.67504 1.65680 -0.96638
C -0.34705 1.56143 -0.31573
H 1.35582 -2.25279 -0.24801
C 1.36025 -0.13045 0.26762
H -0.60166 2.49870 -0.81542
C 0.91287 1.13700 -0.38596
C 1.58409 -1.27917 -0.69392
H -2.21305 -1.00899 1.23222
H -0.50427 -1.06683 0.95904
H -2.42047 1.15667 0.00884
C -1.43106 -0.67152 0.54660
O 1.52404 -0.22100 1.46658
C -1.45881 0.86607 0.44754
H 2.65239 -1.24678 -0.94605
*
```

Output
- Frontier orbital gap: 10.60 eV
- Maximum force: 0.562 eV/Å
- Structure (SMILES): CC/C=C\C(C)=O
- Energy above the lowest of the compared OMol25 structures with the same formula, charge and spin: 13.04 kcal per mole
- HOMO energy: -9.61 eV



(8)
Here is a cluster of 2 separate species, C6H10O in total in a non-equilibrium geometry from OMol25. Energies are from ωB97M-V with the def2-TZVPD basis set.

Structure (ORCA input):
```
! wB97M-V def2-TZVPD RIJCOSX def2/J DEFGRID3
* xyz 0 1
H 1.25423 1.13276 0.41465
H -1.87308 0.39779 -1.60138
H 3.34854 -1.93572 -1.41130
C -1.00395 -1.25918 -0.59787
H -2.03221 3.39362 3.16563
H -1.11867 2.16970 2.69795
C 0.26924 -0.49134 -0.39749
C 1.58498 -1.32346 -0.39187
O -1.82546 2.50388 3.41579
H -0.27395 1.65134 -0.53663
C 0.33939 0.82712 -0.15132
C 2.71014 -0.96761 -1.04548
H -3.05880 -1.00332 -1.07280
H 3.20413 -0.01686 -1.22693
H 1.47442 -2.19539 0.10817
C -2.03563 -0.54895 -1.14366
H -0.96332 -2.33438 -0.22547
*
```

Output
- Frontier orbital gap: 8.80 eV
- Maximum force: 4.690 eV/Å
- Structure (SMILES): C=CC(=C)C=C.O
- Energy above the lowest of the compared OMol25 structures with the same formula, charge and spin: 86.90 kcal per mole
- HOMO energy: -8.60 eV



(9)
Here is a structure of composition C6H10O from OMol25. Energies are from ωB97M-V with the def2-TZVPD basis set.

Structure (ORCA input):
```
! wB97M-V def2-TZVPD RIJCOSX def2/J DEFGRID3
* xyz 0 1
H 0.31458 -0.71785 1.66028
H -2.99314 -0.27093 1.09862
H 0.80439 1.17578 -0.68889
C -1.84322 0.12269 -0.85875
H -0.98221 -1.91222 -0.25944
H 3.20035 0.47212 -0.32519
O -1.11291 0.76276 1.33071
H 2.19336 -0.93835 -0.67626
H -2.58853 -0.34940 -1.49426
H -1.41938 1.04689 -1.24696
C 1.11851 0.71626 0.25626
C -0.03600 -0.07784 0.83755
H 2.69208 -0.59256 0.99019
C -2.06009 -0.01387 0.60697
H 1.33390 1.53817 0.95134
C 2.36891 -0.13424 0.04786
C -1.00542 -0.84698 -0.05846
*
```

Output
- Frontier orbital gap: 10.41 eV
- Maximum force: 0.391 eV/Å
- Energy above the lowest of the compared OMol25 structures with the same formula, charge and spin: 38.88 kcal per mole
- HOMO energy: -9.26 eV



(10)
Here is a cluster of 2 separate species, C6H10O in total in a non-equilibrium geometry from OMol25. Energies are from ωB97M-V with the def2-TZVPD basis set.

Structure (ORCA input):
```
! wB97M-V def2-TZVPD RIJCOSX def2/J DEFGRID3
* xyz 0 1
H 0.00425 -1.32051 1.04196
H 1.68378 1.34421 0.73079
C -0.99854 1.28428 0.15620
C 2.03655 -0.44257 -0.44467
H -2.67489 1.21117 1.41275
O -0.19075 -1.78160 1.87933
H -1.92793 -0.49182 0.94466
H -1.51467 0.22305 -2.08797
H 0.33350 -0.35039 -2.62525
H 0.64138 -2.22587 2.03052
C -0.43063 0.05560 -1.90047
H 1.45895 -1.12092 -1.09726
C -0.08154 0.61776 -0.76498
C 1.35293 0.70929 -0.13479
H 3.10332 -0.65621 -0.40938
C -1.90485 0.59899 0.84437
H -0.89087 2.34553 0.42420
*
```

Output
- Frontier orbital gap: 9.91 eV
- Maximum force: 4.471 eV/Å
- Structure (SMILES): C=CC(=C)C=C.O
- Energy above the lowest of the compared OMol25 structures with the same formula, charge and spin: 65.23 kcal per mole
- HOMO energy: -9.40 eV



(11)
Here is an isolated molecule of C6H10O in a non-equilibrium geometry from OMol25. Energies are from ωB97M-V with the def2-TZVPD basis set.

Structure (ORCA input):
```
! wB97M-V def2-TZVPD RIJCOSX def2/J DEFGRID3
* xyz 0 1
C -0.54135 -0.86116 0.79102
H 0.75773 1.23899 -1.27800
H -1.16965 0.07417 -1.61834
H 0.18464 2.17824 0.09192
H -0.57637 -1.49056 1.67417
H -1.99808 1.56301 -1.06072
H 1.72403 -1.09557 -0.85704
H -2.75732 -0.43408 0.50534
H 2.20405 -1.40091 0.82353
C -1.73191 -0.31266 0.16419
C 1.89824 -0.62270 0.11574
C 0.63394 0.08188 0.58966
H 0.80787 0.51942 1.58124
C 0.13026 1.18906 -0.38031
H 2.72483 0.08831 0.01231
O -1.05804 -1.51460 -0.35183
C -1.29606 0.77060 -0.79178
*
```

Output
- Frontier orbital gap: 10.98 eV
- Maximum force: 1.298 eV/Å
- Structure (SMILES): C[C@H]1CC[C@H]2O[C@@H]12
- Energy above the lowest of the compared OMol25 structures with the same formula, charge and spin: 23.67 kcal per mole
- HOMO energy: -9.86 eV



(12)
Here is an isolated molecule of C6H10O from OMol25. Energies are from ωB97M-V with the def2-TZVPD basis set.

Structure (ORCA input):
```
! wB97M-V def2-TZVPD RIJCOSX def2/J DEFGRID3
* xyz 0 1
C -1.27735 -1.16076 0.11018
H -2.15964 0.13213 -1.01030
C 0.85548 0.35735 0.47811
C 1.60225 -0.56782 -0.47016
H 0.99270 -0.80894 -1.34766
H 2.52671 -0.09304 -0.81811
H 0.41808 2.55681 0.43060
H 1.48691 0.57847 1.34664
C 0.22821 1.62937 -0.13209
H -0.61628 -2.02099 -0.03607
H 0.40930 1.86049 -1.19084
H -2.18056 -1.50558 0.63185
H 1.87946 -1.50659 0.02504
H -0.79061 -0.09657 1.96488
C -1.17815 1.21882 0.20755
C -0.59676 -0.03167 0.88650
O -1.60664 -0.65979 -1.18698
*
```

Output
- Frontier orbital gap: 8.46 eV
- Maximum force: 0.429 eV/Å
- Energy above the lowest of the compared OMol25 structures with the same formula, charge and spin: 98.71 kcal per mole
- HOMO energy: -8.53 eV



(13)
Here is a structure of composition C6H10O in a non-equilibrium geometry from OMol25. Energies are from ωB97M-V with the def2-TZVPD basis set.

Structure (ORCA input):
```
! wB97M-V def2-TZVPD RIJCOSX def2/J DEFGRID3
* xyz 0 1
C -1.64233 0.33686 0.03897
H 2.71822 -0.66508 0.52043
H 2.56085 0.77967 -0.40879
C 0.66682 0.01967 0.31580
H -1.14576 -1.29352 -1.51655
O -0.09854 2.16162 -0.60121
H 2.41443 0.84021 1.32373
H -2.01381 0.78698 0.97507
H -2.36905 0.54815 -0.74768
H -2.08788 -1.87880 0.43020
C -0.01755 -1.20737 0.65084
H 0.50113 -2.09892 0.99618
C 2.13308 0.25291 0.44650
C -0.26230 0.87374 -0.20743
H 0.84472 2.37291 -0.54237
H -0.87189 -0.71415 -1.98936
C -1.33015 -1.11487 0.31566
*
```

Output
- Frontier orbital gap: 8.51 eV
- Maximum force: 1.721 eV/Å
- Energy above the lowest of the compared OMol25 structures with the same formula, charge and spin: 44.95 kcal per mole
- HOMO energy: -7.74 eV



(14)
Here is an isolated molecule of C6H10O in a non-equilibrium geometry from OMol25. Energies are from ωB97M-V with the def2-TZVPD basis set.

Structure (ORCA input):
```
! wB97M-V def2-TZVPD RIJCOSX def2/J DEFGRID3
* xyz 0 1
H 1.17534 1.84979 -1.30584
C 1.27730 -1.06141 -0.02872
H -3.01501 0.64671 0.47318
H -1.00464 -0.07984 1.72464
H -2.45506 -0.36350 -0.98037
H 1.91922 -1.94535 -0.05505
O -0.14763 1.50962 0.24081
C -2.25006 0.03286 0.00862
H 1.75002 2.16539 0.33328
H -0.57606 -1.72765 -0.83017
C 1.83999 0.12614 -0.23693
C -1.16867 -0.38552 0.69321
C -0.19375 -1.38787 0.14148
H 2.91968 0.16225 -0.40499
H -0.27353 -2.24862 0.81582
C 1.15389 1.47024 -0.27736
H -0.95104 1.23679 -0.31160
*
```

Output
- Frontier orbital gap: 9.90 eV
- Maximum force: 2.183 eV/Å
- Structure (SMILES): C=CC/C=C\CO
- Energy above the lowest of the compared OMol25 structures with the same formula, charge and spin: 50.53 kcal per mole
- HOMO energy: -8.86 eV